No. 1
113
Properties=species:S:1:pos:R:3 method="wB97M-V/def2-TZVPD" gap_ev=9.55 e_homo_ev=-9.2 e_tot_ha=-63617.3876 mol_weight_g_mol=2407.9 e_lumo_ha=0.0121
C -0.668 1.791 -4.612
C -1.080 0.386 -4.402
Cl -0.555 -0.658 -5.737
C -2.564 0.188 -4.185
O -3.332 1.369 -4.449
C -4.142 1.723 -3.537
O -3.850 2.011 -2.504
O -5.461 1.712 -3.982
N -5.399 0.772 -5.089
H 0.325 1.781 -4.977
H -1.252 2.318 -5.322
H -0.664 2.257 -3.663
H -0.603 0.076 -3.520
H -2.764 -0.207 -3.221
H -2.875 -0.549 -4.871
H -5.218 1.301 -5.922
H -6.333 0.399 -5.140
Br 1.651 4.432 -5.600
C 0.818 5.828 -6.663
C -0.683 5.742 -6.612
Br -1.360 4.295 -7.722
H 1.211 5.735 -7.668
H 1.158 6.764 -6.228
H -1.129 6.646 -7.016
H -1.056 5.569 -5.610
Br -3.102 -0.667 -0.538
C -1.485 -0.828 0.532
C -0.386 0.061 0.039
Br 0.458 -0.642 -1.575
H -1.213 -1.875 0.525
H -1.780 -0.535 1.533
H 0.410 0.119 0.777
H -0.724 1.059 -0.208
Br -2.558 -2.987 2.836
C -1.316 -4.282 3.582
C 0.111 -3.944 3.235
Br 0.541 -4.399 1.392
H -1.622 -5.257 3.225
H -1.464 -4.232 4.658
H 0.801 -4.524 3.840
H 0.334 -2.889 3.345
Br 2.142 -1.081 3.494
C 3.765 -1.272 4.553
C 4.376 -2.632 4.391
Br 3.409 -3.986 5.401
H 3.499 -1.044 5.578
H 4.441 -0.512 4.177
H 5.381 -2.646 4.798
H 4.398 -2.967 3.360
Br -5.396 3.918 -2.630
C -6.281 5.478 -1.828
C -5.526 5.997 -0.642
Br -5.811 4.857 0.915
H -7.282 5.175 -1.576
H -6.321 6.233 -2.610
H -5.893 6.977 -0.344
H -4.457 6.049 -0.812
Br -10.608 3.786 0.615
C -11.502 5.370 -0.069
C -10.791 5.928 -1.269
Br -9.171 6.876 -0.761
H -11.559 6.078 0.749
H -12.503 5.045 -0.339
H -11.411 6.665 -1.773
H -10.497 5.161 -1.975
Br 3.628 0.377 -4.812
C 4.122 -1.359 -4.084
C 4.351 -1.317 -2.602
Br 6.068 -0.510 -2.170
H 5.001 -1.683 -4.627
H 3.286 -2.011 -4.323
H 4.400 -2.325 -2.198
H 3.595 -0.754 -2.072
Br -0.075 1.766 3.010
C -0.944 3.366 2.317
C -0.314 3.814 1.029
Br 1.402 4.686 1.330
H -0.886 4.116 3.096
H -1.983 3.089 2.155
H -0.936 4.555 0.547
H -0.131 2.994 0.345
Br 7.117 -2.963 7.352
C 7.375 -4.776 6.696
C 8.271 -4.804 5.489
Br 7.322 -4.189 3.908
H 6.389 -5.178 6.493
H 7.828 -5.322 7.519
H 8.580 -5.824 5.270
H 9.148 -4.178 5.593
Br 5.659 -8.142 2.236
C 7.555 -7.745 2.383
C 8.368 -8.975 2.672
Br 8.200 -9.520 4.533
H 7.656 -6.988 3.150
H 7.833 -7.322 1.422
H 9.426 -8.773 2.526
H 8.075 -9.824 2.067
Br -6.577 -1.929 2.986
C -6.980 -3.589 2.061
C -7.298 -4.700 3.024
Br -5.695 -5.406 3.867
H -6.129 -3.813 1.429
H -7.844 -3.368 1.440
H -7.739 -5.543 2.499
H -7.960 -4.384 3.821
Br 6.794 0.746 1.352
C 7.622 2.472 1.015
C 8.100 2.578 -0.406
Br 9.736 1.567 -0.694
H 8.419 2.586 1.739
H 6.847 3.208 1.210
H 8.350 3.608 -0.645
H 7.372 2.206 -1.118

---

No. 2
26
Properties=species:S:1:pos:R:3 method="wB97M-V/def2-TZVPD" gap_ev=4.67 total_charge=+3 e_homo_ev=-21.1 e_tot_ha=-3731.2942 mol_weight_g_mol=298.0 e_lumo_ha=-0.6022
C -1.267 1.128 1.488
C 0.131 0.780 0.774
P -0.017 -0.241 -0.785
C -1.099 0.504 -2.083
C -2.670 0.406 -1.769
O -0.385 -1.818 -0.487
C 0.800 -2.578 -0.200
O 0.670 -3.698 0.075
O 2.050 -2.007 -0.319
C 2.571 -1.542 0.972
C 3.100 -0.073 0.699
O 3.075 0.805 1.475
Br 3.780 0.255 -1.138
H -2.118 1.339 0.781
H -1.081 2.091 2.111
H -1.607 0.333 2.210
H 0.735 0.222 1.547
H 0.690 1.753 0.614
H -0.757 1.550 -2.349
H -0.925 -0.099 -3.031
H -3.001 1.363 -1.271
H -2.814 -0.402 -0.999
H -3.306 0.280 -2.680
H 3.394 -2.200 1.359
H 1.733 -1.579 1.714
Al -1.680 3.431 1.292